1.
The following is a DFT calculation (wB97M-V/def2-TZVPD) of an isolated molecule of C4H8O2.

Each line ends with the Mulliken charge.
Atoms and positions in Å:
C (0.760712, 0.800878, -1.971284)  -0.994
C (1.016322, 0.598736, -0.471835)  -0.290
C (-0.122459, -0.197416, 0.142990)  0.578
O (-0.962722, -0.778670, -0.504467)  -0.578
O (-0.128641, -0.201150, 1.487282)  -0.329
C (-1.219571, -0.947814, 2.044173)  -0.641
H (0.924323, 1.835592, -2.280579)  0.304
H (1.391827, 0.155226, -2.587602)  0.267
H (-0.274893, 0.534742, -2.189483)  0.310
H (1.949896, 0.050112, -0.291511)  0.284
H (1.129027, 1.547566, 0.063994)  0.281
H (-1.300609, -0.650346, 3.089178)  0.232
H (-2.141399, -0.726416, 1.502732)  0.301
H (-1.021813, -2.021040, 1.966413)  0.275

Atomic forces in eV per Å
0.0156 0.0354 -0.1119
-0.0542 -0.0255 0.0194
-0.1861 -0.1630 -0.2873
0.3109 0.1273 0.2287
0.0429 0.0523 -0.1698
-0.1455 -0.0995 0.1507
0.0760 -0.1196 0.0749
-0.0521 0.0981 0.1159
0.1437 0.1092 -0.0751
-0.2099 0.0393 0.0359
-0.1365 -0.1831 -0.0211
0.0892 -0.0246 -0.1300
0.1139 -0.0107 0.1544
-0.0079 0.1646 0.0153

Computed properties:
HOMO-LUMO gap: 11.5 eV
E_tot: -8372.792 eV
2S+1: 1
HOMO energy: -10.49 eV
Charge: 0
Energy above the lowest of the compared OMol25 structures with the same formula, charge and spin: 11.3 kcal/mol
LUMO level: 1.0 eV

=====

2.
The following is a DFT calculation (wB97M-V/def2-TZVPD) of an isolated molecule of C4H8O2.

Each line ends with the Mulliken charge.
Atoms and positions in Å:
O (-1.486540, -1.713321, -1.445121)  -0.469
C (-0.850494, -2.022468, -0.440677)  0.084
C (0.426981, -1.178745, -0.007035)  -0.497
C (-0.001072, 0.159134, 0.679373)  -0.116
C (0.417750, 1.289353, -0.107137)  -0.952
O (0.026542, 2.772909, 0.384306)  -0.553
H (-0.961711, -2.942040, 0.234554)  0.276
H (1.045146, -0.739375, -0.780661)  0.310
H (1.125845, -1.984243, 0.532018)  0.321
H (-1.058106, 0.487208, 0.822813)  0.236
H (0.450340, 0.253647, 1.705328)  0.226
H (1.467063, 1.310321, -0.205163)  0.400
H (0.108670, 1.271246, -1.142686)  0.426
H (-0.710415, 3.036376, -0.229911)  0.309

Atomic forces in eV per Å
0.7142 -1.1902 2.4934
1.4634 1.3986 -1.8526
-0.5013 -1.5415 0.9439
-1.1439 -0.1682 3.4502
0.6000 4.5902 -1.4955
-0.4192 -3.0895 -1.4288
-0.6583 0.8858 -0.9254
-0.1412 -0.9691 -1.0551
-1.4972 2.2828 -0.3848
0.0131 -1.7679 0.1412
-0.3727 -0.1656 -0.8611
1.5242 0.4588 0.2401
-0.6711 -0.2840 -0.2331
1.0900 -0.4401 0.9677

Computed properties:
HOMO-LUMO gap: 10.7 eV
E_tot: -8370.258 eV
2S+1: 1
HOMO energy: -10.02 eV
Charge: 0
Energy above the lowest of the compared OMol25 structures with the same formula, charge and spin: 69.7 kcal/mol
LUMO level: 0.7 eV

=====

3.
The following is a DFT calculation (wB97M-V/def2-TZVPD) of an isolated molecule of C4H8O2.

Each line ends with the Mulliken charge.
Atoms and positions in Å:
C (1.806855, -1.063787, 0.698932)  -1.085
C (0.515019, -1.191264, -0.107024)  -0.170
C (-0.073428, 0.179285, -0.349953)  0.552
O (0.564740, 1.180561, -0.580752)  -0.573
O (-1.416424, 0.159842, -0.248109)  -0.315
C (-2.047616, 1.440381, -0.301489)  -0.617
H (2.248277, -2.044595, 0.901393)  0.342
H (2.530375, -0.449949, 0.155568)  0.274
H (1.611375, -0.572558, 1.658540)  0.313
H (0.710656, -1.660429, -1.079166)  0.231
H (-0.231603, -1.805298, 0.403149)  0.260
H (-3.111717, 1.242091, -0.437620)  0.228
H (-1.873085, 1.970289, 0.641912)  0.267
H (-1.650740, 2.036413, -1.126176)  0.294

Atomic forces in eV per Å
0.0822 -0.0099 0.0398
0.0597 -0.0003 0.0288
0.1667 0.1966 -0.0636
-0.3369 -0.4468 0.1355
0.1790 0.0248 0.0218
-0.1286 0.1895 -0.0317
-0.0807 0.1491 -0.0742
-0.0897 -0.1212 0.1004
0.0480 -0.0985 -0.1356
-0.0341 0.1147 0.1045
0.1166 0.0701 -0.0639
0.1715 0.0724 0.0405
-0.0611 -0.0519 -0.2115
-0.0925 -0.0886 0.1094

Computed properties:
HOMO-LUMO gap: 11.4 eV
E_tot: -8372.890 eV
2S+1: 1
HOMO energy: -10.43 eV
Charge: 0
Energy above the lowest of the compared OMol25 structures with the same formula, charge and spin: 9.0 kcal/mol
LUMO level: 1.0 eV

=====

4.
The following is a DFT calculation (wB97M-V/def2-TZVPD) of a cluster of 2 separate species, C4H8O2 in total.

Each line ends with the Mulliken charge.
Atoms and positions in Å:
C (-0.941044, 1.377937, -0.023375)  -0.457
C (-0.153541, 0.687660, 0.871811)  -0.312
C (1.144445, 1.082388, 1.380837)  0.664
C (2.036547, 0.401879, 2.160303)  -1.118
O (1.429982, 2.351939, 0.931758)  -0.407
H (-1.131966, 2.409377, 0.043881)  0.264
H (-1.569112, 1.025884, -0.929379)  0.213
H (-0.314205, -0.397941, 0.898259)  0.281
H (3.161263, 0.400077, 1.886413)  0.304
H (1.904065, 0.496792, 3.300792)  0.244
H (2.304084, 2.373900, 1.317265)  0.324
O (-2.873944, -3.770261, -3.904062)  -0.651
H (-2.927979, -4.489446, -4.566707)  0.325
H (-2.068597, -3.950184, -3.367795)  0.326

Atomic forces in eV per Å
-0.2787 -1.2331 -0.1778
-1.7394 -1.3142 -1.6971
-1.5274 1.9493 0.3149
2.1523 0.2349 1.5916
0.6362 -1.6271 -0.9079
0.8818 1.5618 0.0753
0.9317 -0.5346 2.1805
0.2676 0.4105 -0.1003
-1.8248 0.9327 0.3764
-0.4508 -1.6239 -1.8249
0.9494 1.2415 0.1672
0.7054 -0.6665 0.0298
0.1805 0.5963 0.6662
-0.8839 0.0724 -0.6938

Computed properties:
HOMO-LUMO gap: 7.4 eV
E_tot: -8368.297 eV
2S+1: 1
HOMO energy: -7.87 eV
Charge: 0
Energy above the lowest of the compared OMol25 structures with the same formula, charge and spin: 115.0 kcal/mol
LUMO level: -0.5 eV

=====

5.
The following is a DFT calculation (wB97M-V/def2-TZVPD) of a cluster of 3 separate species, C4H8O2 in total.

Each line ends with the Mulliken charge.
Atoms and positions in Å:
C (-1.555011, -1.114540, 0.050157)  -0.452
C (-2.012347, 0.074559, -0.322793)  -0.518
H (-1.734972, -1.521601, 1.041904)  0.243
H (-0.952856, -1.729317, -0.612905)  0.209
H (-1.795842, 0.483802, -1.305585)  0.237
H (-2.595722, 0.703227, 0.346946)  0.274
C (0.735135, 1.714268, 0.365867)  -0.148
O (0.611397, 1.472424, -0.809832)  -0.389
H (0.465101, 0.982381, 1.150557)  0.285
H (1.148171, 2.679710, 0.707198)  0.273
C (1.924126, -0.938709, -0.161543)  -0.214
O (1.336887, -1.564147, 0.685001)  -0.391
H (2.813555, -0.322886, 0.086000)  0.326
H (1.612382, -0.919166, -1.220966)  0.265

Atomic forces in eV per Å
-0.1129 0.1358 -0.0563
-0.0025 -0.1698 0.0420
-0.0147 0.0771 -0.1337
-0.1344 0.0976 0.0779
-0.0660 -0.0938 0.1362
0.0482 -0.1290 -0.0660
0.0160 0.0153 -0.3421
0.1900 0.1887 0.5106
-0.0479 0.0718 -0.1457
-0.0652 0.0220 0.0065
-0.0997 -0.2342 0.2468
0.3796 0.2267 -0.3675
-0.0830 -0.0900 -0.0207
-0.0074 -0.1182 0.1119

Computed properties:
HOMO-LUMO gap: 10.4 eV
E_tot: -8369.858 eV
2S+1: 1
HOMO energy: -9.79 eV
Charge: 0
Energy above the lowest of the compared OMol25 structures with the same formula, charge and spin: 79.0 kcal/mol
LUMO level: 0.6 eV

=====

6.
The following is a DFT calculation (wB97M-V/def2-TZVPD) of a structure of composition C4H8O2.

Each line ends with the Mulliken charge.
Atoms and positions in Å:
O (-1.712651, 0.758682, -0.412772)  -0.506
C (-1.428987, -0.526329, -0.038412)  -0.627
C (0.117662, -0.645941, 0.514544)  0.318
C (0.859024, -0.563117, -0.704321)  -0.860
C (1.383076, 1.009319, 0.246418)  -0.424
O (0.472296, 0.515079, 1.167383)  -0.455
H (-1.311796, 1.293109, 0.286985)  0.327
H (-2.018455, -0.863613, 0.804711)  0.323
H (-1.690719, -1.143692, -0.896412)  0.370
H (0.221451, -1.512329, 1.158835)  0.372
H (1.248942, -1.526088, -0.985515)  0.320
H (0.631739, -0.071533, -1.624244)  0.300
H (1.132614, 1.810844, -0.442400)  0.244
H (2.095800, 1.465603, 0.925206)  0.299

Atomic forces in eV per Å
0.1928 1.2787 0.0811
0.6973 -1.5323 1.6989
-5.0783 0.0443 -1.0684
4.3831 1.4612 -0.1437
1.0942 -1.0116 -0.6949
-1.6567 0.3655 0.9272
-0.1621 0.3937 -0.0952
-0.7541 -0.0024 0.2688
0.5650 -0.4198 0.0670
0.2005 -0.1742 -0.1148
1.3186 -0.1822 -0.0056
-1.4580 0.3795 -0.0925
-0.9289 -0.1280 -0.2536
1.5866 -0.4724 -0.5744

Computed properties:
HOMO-LUMO gap: 10.2 eV
E_tot: -8368.437 eV
2S+1: 1
HOMO energy: -9.20 eV
Charge: 0
Energy above the lowest of the compared OMol25 structures with the same formula, charge and spin: 111.7 kcal/mol
LUMO level: 1.0 eV

=====

7.
The following is a DFT calculation (wB97M-V/def2-TZVPD) of a structure of composition C4H8O2.

Each line ends with the Mulliken charge.
Atoms and positions in Å:
C (1.834498, 0.026267, 0.759768)  -0.613
O (0.902978, 0.916528, 0.185265)  -0.484
C (-0.554803, 0.406304, -0.919251)  -0.010
C (-0.967506, -1.003397, -0.611749)  -0.286
O (-1.879180, -0.549835, 0.394238)  -0.385
C (-1.475571, 0.807973, 0.085382)  -0.591
H (1.351725, -0.866165, 1.186715)  0.272
H (2.561913, -0.287897, 0.002093)  0.257
H (2.377374, 0.536884, 1.563479)  0.248
H (-0.161527, 0.845868, -1.826843)  0.384
H (-0.207170, -1.701770, -0.244757)  0.203
H (-1.500234, -1.453815, -1.459550)  0.263
H (-0.191074, 1.079861, 0.692958)  0.387
H (-2.246203, 1.572550, 0.054319)  0.353

Atomic forces in eV per Å
0.2184 -0.1093 0.0989
-0.1479 0.0467 0.1683
-0.1864 0.0363 -0.0030
0.2284 -0.2222 -0.2192
-0.0405 -0.0808 0.1656
-0.3263 0.2416 -0.3011
0.0500 0.1474 -0.0698
-0.0935 0.0352 0.1167
-0.0426 -0.0973 -0.1086
-0.0518 -0.0565 0.1774
-0.1201 0.1095 -0.0342
0.0402 0.0740 0.1035
0.3469 -0.0421 -0.1125
0.1252 -0.0825 0.0180

Computed properties:
HOMO-LUMO gap: 8.9 eV
E_tot: -8367.374 eV
2S+1: 1
HOMO energy: -7.97 eV
Charge: 0
Energy above the lowest of the compared OMol25 structures with the same formula, charge and spin: 136.2 kcal/mol
LUMO level: 0.9 eV

=====

8.
The following is a DFT calculation (wB97M-V/def2-TZVPD) of an isolated molecule of C4H8O2.

Each line ends with the Mulliken charge.
Atoms and positions in Å:
C (1.759210, 0.727536, -0.543757)  -0.690
O (0.900872, -0.371808, -0.731696)  -0.355
C (0.265769, -0.820870, 0.448046)  -0.568
C (-1.251628, -0.808722, 0.245519)  -0.458
C (-1.727503, 0.589314, -0.064197)  0.012
O (-2.426504, 1.244684, 0.673063)  -0.484
H (2.128275, 1.012126, -1.531311)  0.235
H (2.619580, 0.481145, 0.097722)  0.302
H (1.226917, 1.585882, -0.103871)  0.324
H (0.530716, -0.184215, 1.303907)  0.389
H (0.604744, -1.838570, 0.680418)  0.326
H (-1.765714, -1.157711, 1.146636)  0.323
H (-1.498134, -1.469522, -0.595920)  0.296
H (-1.366602, 1.010725, -1.024565)  0.349

Atomic forces in eV per Å
0.1932 0.2437 -0.0192
0.0092 -0.0765 -0.0429
-0.1103 -0.0847 0.2141
-0.0673 -0.0107 0.0728
-0.1592 0.1504 0.1803
0.2600 -0.2646 -0.2905
-0.0172 -0.0112 0.1347
-0.1761 0.0004 -0.0948
0.0893 -0.1378 -0.0589
-0.0297 -0.0461 -0.1339
-0.0518 0.1215 -0.0384
0.0915 0.0007 -0.1184
0.0398 0.1213 0.1027
-0.0715 -0.0064 0.0924

Computed properties:
HOMO-LUMO gap: 10.6 eV
E_tot: -8371.592 eV
2S+1: 1
HOMO energy: -9.66 eV
Charge: 0
Energy above the lowest of the compared OMol25 structures with the same formula, charge and spin: 39.0 kcal/mol
LUMO level: 0.9 eV